1.
Here is a cluster of 7 separate species, C26H38N6O2 in total from the Open Molecules 2025 dataset. Energies are from ωB97M-V/def2-TZVPD.

Geometry as XYZ:
```
72
Properties=species:S:1:pos:R:3
C 1.099 -1.976 1.821
C 3.346 -2.493 5.130
C 4.097 -3.788 6.792
H 1.035 -0.825 -6.615
H -2.349 -2.916 2.174
H 0.257 4.827 -4.138
O -0.796 -0.695 1.191
H 1.912 5.569 -2.447
C 2.161 3.374 -2.032
H 2.052 -0.088 -4.505
C -3.391 2.427 -1.266
H 0.715 -1.408 -1.150
H 0.650 0.351 -0.634
H 1.082 -3.006 1.458
C -1.317 -0.680 -7.321
N -2.189 0.929 -2.406
H -2.020 -0.595 -0.929
C -1.421 -3.844 3.804
H 0.261 2.807 -0.300
N -2.483 -3.353 3.067
H 0.086 2.328 -4.402
C -3.278 1.243 -0.517
N 0.528 -0.722 -5.750
H -1.707 0.498 -3.183
N 0.731 4.171 -3.544
H -3.946 -3.992 5.926
C 1.583 2.317 -2.751
C -1.009 4.438 -0.176
C 4.477 -3.130 4.693
H 0.711 -1.982 2.842
C 0.660 2.820 -3.636
H 0.205 2.717 2.279
H -1.325 -4.665 5.799
H 2.685 -1.774 4.678
H -0.554 -0.622 -8.109
H -1.893 0.206 -7.606
C -2.635 2.222 -2.400
H 0.635 -0.765 -3.620
C -1.557 5.130 0.857
H 4.854 -2.900 3.707
C 1.258 -0.833 -4.504
H -1.162 4.416 -1.243
N -0.230 3.431 0.314
C 4.956 -3.950 5.743
N 3.106 -2.917 6.416
C -3.606 -3.355 3.842
C -0.264 3.482 1.681
H 1.683 -1.841 -4.484
H 5.753 -4.670 5.669
H -3.888 3.373 -1.136
H -0.410 -3.852 3.443
H -2.598 2.825 -3.295
H 1.797 1.261 -2.658
C -3.283 -3.844 5.093
C -2.441 0.361 -1.166
H 4.062 -4.189 7.792
C 1.602 4.545 -2.562
C 0.344 -1.015 0.941
H -3.778 1.080 0.427
C -0.789 -0.595 -5.921
H -1.956 -1.530 -7.541
H -1.272 4.824 3.076
H -4.520 -2.942 3.451
H -2.275 5.928 0.755
H 2.047 -0.609 -0.283
H 2.157 -1.740 1.967
O -1.561 -0.394 -4.976
H 2.411 -2.488 6.997
C -1.097 4.508 2.062
C 0.959 -0.666 -0.393
C -1.915 -4.204 5.021
H 2.957 3.445 -1.311
```

Relative energy (zero: lowest compared OMol25 entry of this formula, charge and spin) (kcal per mole): 0.0
SMILES: c1cc[nH]c1.c1cc[nH]c1.c1cc[nH]c1.c1cc[nH]c1.c1cc[nH]c1.CNC(C)=O.CC(C)=O
HOMO-LUMO gap (eV): 7.67



2.
Here is a cluster of 3 separate species, C15H22BF2O8 in total from the Open Molecules 2025 dataset. Energies are from ωB97M-V/def2-TZVPD.

Geometry as XYZ:
```
48
Properties=species:S:1:pos:R:3
C 1.425 1.398 -0.149
O 8.450 1.502 -0.490
H 7.419 4.009 -1.077
C -0.857 2.680 0.419
H -3.349 -1.392 2.033
C -4.313 -3.960 -0.883
O -2.199 -1.387 -0.511
O -0.333 -1.439 0.880
H -1.161 0.377 -1.093
C 3.898 0.556 0.869
F -5.822 -5.105 -2.285
H -1.872 -1.947 2.923
H -3.703 0.260 0.735
C 0.566 2.163 0.948
O -4.514 -3.484 0.443
H 4.643 -0.136 1.337
H 6.409 3.206 -2.296
H -3.719 -3.255 -1.465
H -1.678 1.187 2.026
C -2.419 -2.043 1.947
H 7.925 1.314 -2.468
C -5.716 -4.087 -1.393
H 1.194 3.063 1.269
C -1.525 -1.600 0.702
H -6.121 -3.170 -1.829
C 8.180 2.092 -1.744
H 0.476 1.488 1.855
O 7.038 0.884 1.165
H -2.880 2.671 1.667
H 0.962 0.439 -0.517
C -5.771 -3.856 0.809
C -2.212 0.037 -0.874
H 1.560 2.064 -1.062
O 6.372 2.372 -0.392
B -2.113 1.888 1.144
C -3.026 0.959 0.135
H -3.708 1.640 -0.471
C 2.824 1.010 0.486
C 7.062 3.042 -1.439
C 7.263 1.526 0.191
H -3.789 -4.918 -0.849
F 9.289 2.757 -2.158
H -0.979 2.540 -0.704
H -2.761 -3.093 1.710
O -6.450 -4.425 -0.233
H -2.768 0.079 -1.872
H -0.950 3.800 0.609
O -6.226 -3.701 1.897
```

Total charge: -1
HOMO-LUMO gap (eV): 7.11



> The highest HOMO-LUMO gap belongs to which entry?

C26H38N6O2



> Which value of HOMO-LUMO gap does entry 2 give?

7.11 eV



> Which formula does entry 2 have?

C15H22BF2O8



> Which of these has the highest HOMO-LUMO gap?

C26H38N6O2